# 1
A structure of composition C29H40ClN10ORuS2 at a distorted geometry, computed with the ωB97M-V functional and the def2-TZVPD basis.

Its spin multiplicity is 2. The calculation puts the max |F| at 2.31 eV/A. The expectation value of S² is 0.7761. The charge is +2. The value obtained for the HOMO energy (spin up / spin down) is -12.4 / -12.4 eV. The HOMO-LUMO gap (spin up / spin down) comes out at 4.5669 / 4.2673 eV.

XYZ file:
```
84
Properties=species:S:1:pos:R:3:forces:R:3
Ru -1.969 -0.105 -0.258 -0.71 1.12 1.89
C -3.286 -2.113 4.452 0.06 0.07 -0.04
S -4.449 -2.346 3.096 0.10 0.05 -0.08
C -3.666 -1.608 1.741 -0.58 -0.18 0.27
S -2.024 -0.977 1.861 -0.08 0.62 -1.13
N -4.375 -1.623 0.652 0.39 0.22 -0.18
N -3.724 -1.065 -0.418 -0.28 -0.02 0.23
C -4.247 -1.211 -1.582 0.07 0.03 -0.01
C -3.549 -0.570 -2.687 -0.10 0.02 -0.16
C -4.033 -0.592 -3.987 -0.07 -0.07 0.19
C -3.354 0.107 -4.968 0.12 0.09 -0.06
C -2.220 0.828 -4.619 -0.13 -0.07 -0.06
C -1.792 0.798 -3.305 0.20 0.03 0.18
N -2.417 0.097 -2.355 0.09 0.07 0.11
H -3.779 -2.562 5.313 0.01 0.01 -0.01
H -3.118 -1.057 4.646 -0.02 0.01 0.05
H -2.347 -2.628 4.271 0.02 -0.07 0.01
H -5.172 -1.763 -1.709 0.02 -0.03 0.01
H -4.937 -1.140 -4.210 0.00 -0.02 -0.01
H -3.712 0.106 -5.989 0.00 0.00 -0.01
H -1.678 1.412 -5.348 0.01 0.01 0.00
H -0.938 1.378 -2.980 0.02 -0.04 -0.01
C 6.317 -0.916 -1.645 0.10 -0.01 0.02
C 5.602 -1.209 -0.324 -0.07 0.08 -0.06
C 6.141 -2.531 0.244 0.01 -0.01 0.01
C 5.929 -0.102 0.696 0.03 -0.02 -0.03
C 4.058 -1.294 -0.563 0.14 -0.39 0.12
O 3.394 -1.646 0.646 0.42 0.35 0.00
C 3.696 -2.346 -1.636 -0.35 0.26 0.09
C 2.206 -2.740 -1.618 0.39 -0.27 -0.40
C 1.719 -3.358 -0.349 -0.86 -0.75 0.90
C 0.609 -2.811 0.345 1.28 -0.40 -1.19
C 0.135 -3.381 1.490 0.41 -1.36 0.93
C 0.755 -4.549 1.976 0.70 0.72 -1.53
Cl 0.192 -5.258 3.395 -0.48 -0.53 1.11
C 1.838 -5.142 1.286 -1.18 0.31 1.10
C 2.303 -4.555 0.145 -0.39 1.39 -1.04
C 3.516 0.111 -0.965 0.17 -0.02 -0.04
N 2.207 0.398 -0.398 -0.45 0.14 0.02
C 1.013 0.347 -0.982 0.46 -0.17 -0.08
N 0.066 0.513 -0.070 -0.48 0.28 -0.05
C 0.770 0.714 1.085 0.15 0.12 0.18
N 2.063 0.663 0.918 -0.25 0.04 -0.10
H 7.376 -0.745 -1.451 0.02 0.01 -0.02
H 5.932 -0.015 -2.128 -0.01 0.02 -0.02
H 6.245 -1.745 -2.349 -0.01 0.01 0.02
H 7.224 -2.453 0.335 0.02 0.02 -0.01
H 5.941 -3.396 -0.388 -0.03 0.02 0.02
H 5.779 -2.745 1.255 0.00 -0.01 -0.03
H 6.902 -0.299 1.147 0.01 0.02 0.00
H 5.192 -0.049 1.499 0.01 -0.03 0.00
H 6.000 0.883 0.233 0.00 0.02 -0.01
H 3.997 -2.170 1.187 -0.10 -0.02 -0.03
H 4.305 -3.238 -1.498 -0.08 -0.03 0.08
H 3.941 -1.973 -2.632 0.05 0.06 -0.01
H 2.054 -3.476 -2.417 0.02 0.16 -0.03
H 1.572 -1.891 -1.866 0.01 0.03 -0.08
H 0.150 -1.899 -0.027 0.05 -0.05 -0.07
H -0.693 -2.946 2.037 0.19 -0.31 -0.02
H 2.271 -6.056 1.669 0.00 -0.01 0.02
H 3.118 -5.013 -0.400 0.05 0.02 -0.02
H 3.427 0.202 -2.047 -0.02 -0.03 -0.01
H 4.185 0.891 -0.617 -0.07 0.03 0.04
H 0.864 0.175 -2.035 0.03 -0.04 0.03
H 0.307 0.912 2.037 0.02 0.00 0.00
C -4.004 5.085 3.121 -0.01 0.00 -0.02
C -4.233 5.793 1.790 0.06 0.02 0.04
C -2.971 6.503 1.307 -0.03 0.00 -0.03
C -4.805 4.835 0.745 -0.14 0.07 0.11
N -3.849 3.800 0.328 0.06 -0.44 0.07
C -2.819 3.853 -0.533 -0.10 0.01 0.30
N -2.226 2.687 -0.539 0.07 0.18 -0.31
N -2.934 1.931 0.317 1.22 -1.15 -1.33
N -3.906 2.575 0.842 -0.28 -0.19 0.18
H -3.600 5.779 3.857 -0.01 0.00 -0.01
H -3.287 4.266 3.014 0.03 0.01 0.02
H -4.930 4.672 3.520 0.00 -0.01 0.00
H -5.014 6.547 1.920 -0.02 -0.03 0.01
H -2.120 5.818 1.257 0.02 0.00 0.00
H -2.700 7.294 2.004 0.01 -0.01 0.00
H -3.109 6.965 0.327 0.00 0.01 0.00
H -5.123 5.359 -0.156 0.08 -0.01 -0.03
H -5.656 4.288 1.147 -0.03 0.03 -0.04
H -2.544 4.721 -1.105 0.03 0.02 0.00
```
Positions in Å, forces in eV/Å.


# 2
A structure of composition C29H40I2N2P2STi, computed with the ωB97M-V functional and the def2-TZVPD basis.

The calculation puts the max |F| at 0.93 eV/A. The value obtained for the HOMO energy is -5.9 eV. The HOMO-LUMO gap comes out at 4.4213 eV.

XYZ file:
```
77
Properties=species:S:1:pos:R:3:forces:R:3
Ti -1.089 -0.447 -0.153 -0.14 -0.90 0.17
C 1.191 -2.510 -2.881 -0.02 -0.03 -0.04
C 0.126 -1.731 -3.656 0.03 0.01 0.03
C -1.035 -2.623 -4.088 0.02 -0.02 -0.02
P -0.444 -0.248 -2.713 -0.16 -0.13 0.41
C -1.532 0.679 -3.877 0.00 -0.01 -0.06
C -0.937 1.082 -5.227 -0.03 -0.04 -0.04
C -2.220 1.864 -3.206 0.03 0.05 -0.03
C 1.086 0.643 -2.341 0.07 0.12 -0.11
C 1.780 1.474 -3.221 -0.04 -0.03 0.06
C 2.949 2.108 -2.832 0.00 0.01 -0.01
C 3.432 1.901 -1.546 0.00 0.01 0.04
C 2.774 1.057 -0.668 -0.03 0.01 0.02
C 1.598 0.399 -1.053 0.05 0.12 0.05
N 0.892 -0.450 -0.175 -0.15 0.17 -0.10
C 1.658 -1.190 0.777 0.01 0.06 -0.05
C 2.876 -1.762 0.422 0.05 -0.01 -0.01
C 3.625 -2.451 1.357 0.01 0.04 -0.06
C 3.183 -2.571 2.666 -0.03 0.01 0.05
C 1.956 -2.041 3.019 0.01 0.02 -0.09
C 1.172 -1.369 2.077 0.04 -0.06 0.12
P -0.448 -0.650 2.386 -0.14 0.11 -0.39
C -1.567 -1.747 3.360 0.07 0.02 0.07
C -2.749 -0.912 3.860 -0.01 -0.03 0.06
C -0.945 -2.618 4.452 -0.06 0.02 -0.02
C -0.125 0.897 3.348 0.07 -0.07 0.03
C 0.258 0.670 4.811 0.05 0.02 -0.01
C 0.983 1.688 2.646 0.01 0.01 0.06
H 1.537 -3.346 -3.494 -0.02 0.04 0.03
H 0.818 -2.936 -1.949 0.00 -0.01 0.00
H 2.057 -1.885 -2.657 0.00 0.00 0.00
H 0.598 -1.308 -4.549 0.03 0.03 -0.04
H -1.576 -3.013 -3.226 0.00 0.00 0.00
H -0.638 -3.477 -4.642 -0.02 0.04 0.03
H -1.742 -2.106 -4.740 0.00 -0.01 0.00
H -2.297 -0.081 -4.068 -0.07 0.00 0.02
H -0.305 1.965 -5.133 -0.03 -0.02 -0.01
H -1.750 1.346 -5.909 0.03 -0.04 0.02
H -0.359 0.282 -5.694 -0.02 0.06 0.01
H -1.498 2.632 -2.915 -0.01 -0.03 0.00
H -2.780 1.552 -2.326 -0.01 0.01 -0.01
H -2.924 2.319 -3.907 0.03 0.00 0.01
H 1.412 1.620 -4.226 0.02 -0.02 0.04
H 3.476 2.752 -3.524 -0.02 -0.02 0.03
H 4.337 2.402 -1.222 -0.03 -0.03 -0.01
H 3.168 0.897 0.327 0.01 -0.01 -0.02
H 3.221 -1.694 -0.601 0.00 0.01 0.03
H 4.548 -2.926 1.052 -0.03 0.01 0.00
H 3.767 -3.120 3.394 -0.03 0.02 -0.03
H 1.598 -2.170 4.029 -0.02 0.00 0.02
H -1.943 -2.421 2.590 -0.03 -0.03 -0.01
H -2.465 -0.243 4.676 -0.02 -0.03 -0.04
H -3.523 -1.582 4.239 0.01 0.02 0.00
H -3.189 -0.318 3.058 -0.01 0.01 0.00
H -0.415 -2.038 5.208 0.00 0.00 0.01
H -0.266 -3.353 4.023 0.02 -0.01 0.00
H -1.744 -3.165 4.959 0.02 0.02 -0.03
H -1.058 1.465 3.301 -0.06 0.03 -0.02
H 1.161 0.059 4.878 -0.02 0.01 0.01
H -0.527 0.188 5.387 -0.01 0.00 0.00
H 0.478 1.632 5.283 0.00 -0.02 -0.01
H 1.954 1.236 2.855 -0.01 0.00 0.01
H 0.997 2.717 3.013 0.02 -0.02 -0.01
H 0.861 1.707 1.564 0.01 0.00 0.02
S -3.465 0.186 0.183 0.29 0.07 -0.06
C -2.727 1.762 0.280 -0.02 -0.08 -0.05
C -3.333 2.977 0.598 0.03 0.03 0.02
C -2.562 4.121 0.562 -0.12 0.03 0.03
C -1.214 4.056 0.216 0.11 0.04 -0.03
C -0.673 2.823 -0.069 -0.10 0.04 -0.03
N -1.417 1.712 -0.026 0.30 -0.14 0.00
H -4.383 3.003 0.853 -0.01 -0.02 0.00
H -3.013 5.078 0.796 0.01 -0.01 -0.01
H -0.603 4.946 0.170 0.00 -0.03 -0.01
H 0.366 2.697 -0.350 0.02 0.02 -0.01
I -1.686 -2.958 -0.198 0.08 0.57 -0.03
I 1.267 -5.136 0.389 -0.02 -0.03 -0.01
```
Positions in Å, forces in eV/Å.


# 3
A structure of composition C29H40MnN3OSSb at a distorted geometry, computed with the ωB97M-V functional and the def2-TZVPD basis.

Its spin multiplicity is 2. The calculation puts the max |F| at 3.11 eV/A. The expectation value of S² is 1.0013. The value obtained for the HOMO energy (spin up / spin down) is -7.7 / -6.7 eV. The HOMO-LUMO gap (spin up / spin down) comes out at 7.1772 / 6.1336 eV.

XYZ file:
```
76
Properties=species:S:1:pos:R:3:forces:R:3
Mn -0.035 1.483 -0.094 0.36 2.85 1.21
C 4.335 1.615 -3.232 -0.12 0.03 0.04
C 4.927 1.605 -1.973 0.09 -0.03 -0.12
C 4.158 1.655 -0.828 -0.49 -0.02 0.12
C 2.759 1.708 -0.928 1.31 0.10 -1.18
C 2.171 1.747 -2.205 -0.15 0.06 0.74
C 2.953 1.698 -3.340 0.20 -0.01 -0.18
N 1.919 1.724 0.162 -1.02 -1.07 2.32
N 2.432 1.761 1.374 0.36 0.54 -2.37
C 1.460 1.886 2.310 -1.68 -0.08 0.46
C 1.773 1.993 3.672 0.16 0.05 -0.16
C 0.759 2.111 4.601 0.30 -0.01 0.16
C -0.572 2.131 4.196 -0.13 0.01 -0.48
C -0.892 2.017 2.845 -0.30 0.13 0.42
C 0.093 1.884 1.885 0.78 -0.85 -1.45
H 4.946 1.573 -4.123 0.03 0.00 -0.01
H 6.004 1.555 -1.890 0.02 0.00 0.01
H 4.600 1.646 0.158 0.06 -0.01 0.00
H 1.087 1.857 -2.285 0.17 -0.04 -0.08
H 2.488 1.722 -4.318 -0.02 0.02 0.03
H 2.813 1.993 3.967 0.06 -0.02 0.08
H 1.001 2.195 5.652 0.03 0.01 0.02
H -1.361 2.240 4.927 -0.02 -0.01 0.08
H -1.939 2.027 2.553 0.03 -0.03 -0.01
O -1.944 1.722 -0.294 -0.55 -1.40 -0.17
N -2.636 2.849 -0.232 0.39 0.65 0.04
C -3.952 2.761 0.049 -0.24 -0.10 0.05
C -4.744 3.871 0.092 0.05 0.04 -0.03
C -4.163 5.122 -0.161 0.12 -0.06 -0.03
C -2.823 5.198 -0.436 -0.30 -0.02 0.06
C -2.015 4.044 -0.464 0.22 -0.10 -0.06
S -0.349 4.086 -0.771 0.28 -1.11 0.26
H -4.313 1.759 0.233 0.10 0.00 -0.04
H -5.795 3.773 0.313 -0.02 -0.06 0.03
H -4.767 6.017 -0.134 -0.01 0.04 -0.01
H -2.340 6.141 -0.636 0.04 0.02 0.01
C 1.775 -1.871 -2.572 -0.13 0.06 0.08
C 1.661 -2.373 -1.135 -0.40 0.33 0.19
C 1.560 -3.890 -1.134 -0.06 0.05 0.04
C 2.887 -1.936 -0.337 -0.12 0.07 0.05
Sb -0.096 -1.281 -0.235 -0.20 -0.13 0.30
C -0.364 -2.171 1.819 0.11 0.13 -0.44
C -1.712 -1.729 2.383 0.01 0.08 -0.19
C -0.245 -3.689 1.821 -0.03 0.10 0.00
C 0.734 -1.551 2.677 -0.01 0.09 -0.15
C -1.875 -1.896 -1.465 0.42 0.16 0.21
C -3.140 -1.609 -0.664 0.15 0.03 0.10
C -1.849 -3.353 -1.897 0.03 0.08 0.04
C -1.842 -0.970 -2.680 0.11 0.07 0.09
H 2.699 -2.246 -3.020 0.06 -0.05 -0.01
H 1.809 -0.782 -2.616 0.00 -0.01 -0.06
H 0.942 -2.224 -3.182 0.02 0.01 -0.05
H 2.444 -4.297 -1.634 0.07 -0.03 -0.04
H 0.685 -4.247 -1.672 0.00 -0.06 0.00
H 1.537 -4.297 -0.128 0.00 -0.06 -0.01
H 3.795 -2.247 -0.862 0.05 -0.05 -0.04
H 2.901 -2.398 0.650 0.04 0.01 0.02
H 2.933 -0.853 -0.213 0.04 -0.01 0.01
H -2.541 -2.300 1.969 -0.02 0.02 -0.01
H -1.886 -0.666 2.204 -0.06 0.01 0.04
H -1.713 -1.886 3.465 0.03 -0.02 0.06
H -0.849 -4.155 1.041 0.01 -0.08 0.02
H -0.584 -4.081 2.784 -0.01 -0.01 0.07
H 0.794 -3.993 1.698 -0.03 -0.08 -0.03
H 0.623 -0.468 2.718 0.06 -0.04 0.07
H 1.730 -1.784 2.301 0.05 0.03 0.04
H 0.663 -1.934 3.699 -0.03 -0.07 0.06
H -3.313 -2.378 0.086 -0.04 0.00 0.04
H -4.004 -1.603 -1.335 -0.03 -0.02 -0.07
H -3.088 -0.636 -0.171 -0.06 0.01 0.00
H -1.736 -4.022 -1.044 0.00 -0.09 -0.02
H -1.043 -3.547 -2.604 0.01 -0.05 -0.03
H -2.792 -3.603 -2.391 -0.06 -0.01 -0.07
H -1.885 0.076 -2.367 -0.02 0.01 -0.05
H -2.709 -1.163 -3.320 -0.05 -0.05 -0.02
H -0.944 -1.118 -3.281 -0.01 0.04 -0.04
```
Positions in Å, forces in eV/Å.